Entry 1:
{"formula": "C22H36BN6OPd", "method": "ωB97M-V/def2-TZVPD", "symbols": ["N", "H", "H", "H", "C", "H", "H", "H", "C", "N", "H", "H", "H", "H", "C", "B", "H", "C", "N", "H", "C", "H", "C", "C", "C", "H", "H", "H", "C", "Pd", "C", "C", "H", "O", "H", "H", "C", "H", "H", "H", "H", "H", "C", "H", "C", "H", "H", "H", "H", "C", "N", "H", "C", "N", "C", "C", "C", "C", "N", "H", "C", "H", "H", "H", "H", "C", "H"], "positions_angstrom": [[-0.0200, -0.1409, 2.2154], [-0.6069, -2.9013, 3.7406], [-2.7201, -0.3660, -2.0380], [4.9010, -0.4820, -0.4697], [-0.5453, 3.1587, -3.2854], [-1.5625, -3.7893, 1.6928], [2.1670, 2.5725, 2.5597], [-4.6121, 0.9406, -1.3791], [-2.5819, -2.1145, 3.6356], [0.6331, 2.7702, 0.9282], [0.3307, -0.8463, -2.1231], [4.0115, -1.0316, -2.9291], [-0.4750, 5.4283, -0.5843], [-3.1813, -1.4365, 3.0245], [-2.9811, 0.9729, 0.8339], [1.4818, 1.8790, 1.8659], [-0.1935, 4.1908, -3.3315], [2.9313, -1.1563, -2.9918], [-0.0905, 2.2261, -0.0772], [4.3565, 1.4079, 1.4417], [-0.4396, -0.8931, 3.2321], [-2.9125, 2.0113, 0.5061], [-2.6755, 3.7954, -2.0938], [-1.1541, -2.2085, 3.0943], [0.8225, -1.7646, -1.7644], [0.3761, -2.1133, -0.8223], [-1.1177, 2.9572, -4.1921], [2.5051, -0.2113, -3.3359], [-4.4621, 0.0500, -0.7668], [-0.1579, 0.0981, -0.0007], [-0.6093, 3.2141, -0.8027], [2.3302, -1.5544, -1.6421], [-1.6946, 1.8855, -2.0029], [-2.2149, 0.1614, -0.1094], [-0.2646, -0.6508, 5.4406], [0.3312, 2.5085, -3.2799], [0.6059, 0.8503, 4.0859], [-2.4238, 4.8521, -2.2034], [-5.2566, -0.6580, -0.9928], [-4.5073, -0.4594, 1.3395], [-3.2779, 3.6940, -1.1893], [-3.2904, 3.5172, -2.9507], [0.5630, 4.1064, 0.8409], [0.5900, -2.5287, -2.5058], [-4.3859, 0.4282, 0.7171], [-5.1347, 1.1596, 1.0137], [-3.0630, -3.0934, 3.6279], [2.7760, -2.5041, -1.3327], [-3.0398, -1.6086, -0.8013], [-0.0786, -0.2858, 4.4448], [2.3646, 0.9753, 0.9562], [-2.5119, 0.8700, 1.8094], [3.9405, -0.1293, -0.1367], [0.6385, 0.9268, 2.7463], [-3.0929, -0.5428, -1.0295], [2.6852, -0.5464, -0.5882], [-0.2220, 4.4393, -0.2431], [-1.4099, 2.9416, -2.0404], [1.7632, 0.1409, 0.0909], [1.0800, 4.7240, 1.5569], [3.6872, 0.8261, 0.8302], [1.0963, 1.6007, 4.6841], [-0.1135, -2.8675, 1.2976], [-1.7215, -2.1833, 0.9965], [2.7230, -1.9198, -3.7417], [-1.1297, -2.7880, 1.6878], [-2.6015, -1.7385, 4.6582]], "total_charge": 1, "de_lowest_kj_mol": 0.0, "largest_force_ev_per_a": 0.52, "orbital_gap_ev": 7.9312, "homo_energy_ev": -11.73}


Entry 2:
{"formula": "C5H12O", "method": "ωB97M-V/def2-TZVPD", "symbols": ["H", "C", "H", "H", "C", "H", "H", "H", "C", "H", "C", "H", "O", "H", "H", "H", "H", "C"], "positions_angstrom": [[0.0821, 3.5419, 1.4149], [0.3636, -0.3182, -0.5094], [1.9312, 1.0671, -0.6539], [-1.4326, 0.7748, 0.0634], [-0.7634, -0.0779, 0.1593], [-2.3042, -0.7825, 1.5862], [1.9783, -1.4462, -1.0366], [0.6053, -2.5170, -0.7235], [1.1268, -1.6231, -0.3757], [-2.4425, -1.4455, 0.0466], [1.1084, 0.7080, -1.3087], [-1.1167, -1.8998, 1.2899], [-0.7617, 3.0620, 1.4027], [-0.4221, 2.1696, 1.1934], [1.6279, -1.9256, 0.5579], [0.5132, 1.5498, -1.6599], [1.5791, 0.2894, -2.1997], [-1.6728, -1.1268, 0.7531]], "total_charge": -1, "de_lowest_kj_mol": 60.3, "largest_force_ev_per_a": 2.05, "s2": 0.751, "multiplicity": 2, "orbital_gap_ev": [2.9645, 9.2326], "homo_energy_ev": [1.16, -5.26]}


Entry 3:
{"formula": "C28H33FNO9P3S2Se2Ta", "method": "ωB97M-V/def2-TZVPD", "symbols": ["O", "H", "H", "C", "C", "H", "C", "H", "S", "C", "C", "H", "C", "H", "H", "Se", "O", "H", "C", "C", "C", "C", "H", "Ta", "O", "C", "H", "H", "C", "C", "H", "C", "C", "O", "C", "C", "H", "P", "O", "C", "C", "H", "H", "H", "H", "H", "N", "H", "H", "P", "H", "O", "F", "H", "Se", "C", "H", "C", "H", "H", "C", "H", "C", "H", "H", "O", "H", "C", "H", "O", "P", "H", "H", "C", "H", "C", "C", "C", "S", "O"], "positions_angstrom": [[1.2479, -4.0705, 1.2139], [6.2057, 0.0374, -2.4266], [-2.2417, -0.6610, 6.6721], [1.7215, 1.2881, -1.9100], [-2.4863, 3.7628, 1.3187], [2.9074, 2.6244, 0.1834], [-2.7413, -1.0979, 4.6318], [3.1089, -3.9545, 3.0088], [-0.3813, -0.7357, -3.1704], [-2.3992, -3.7300, -1.5714], [-2.1594, -0.3411, 5.6404], [-2.7536, -4.6993, -1.9312], [-2.2562, 3.1319, -4.4526], [3.8095, 0.0575, -3.1087], [-2.3610, 2.3123, -6.4406], [-2.3454, -0.5193, -0.1126], [-0.9782, 1.5274, -1.5745], [-1.4313, 3.9664, 1.4406], [-5.1962, 3.2355, 0.9575], [5.8413, 1.2480, -0.7049], [-3.4020, 4.8074, 1.2941], [-4.7525, 4.5438, 1.1138], [-0.6339, -5.2303, -3.1703], [0.3240, -0.1755, -0.7586], [2.4417, -3.4163, -1.5396], [3.1609, 1.2942, -1.4797], [4.1379, -2.6904, 2.2939], [-3.0585, 5.8278, 1.4163], [-2.0643, 2.1413, -5.4134], [-0.1516, -4.2819, -2.9203], [-3.0838, -1.2792, 2.5127], [-1.4730, 0.8267, 5.3294], [-1.3559, 1.2296, 4.0073], [1.9617, -1.0453, -0.5398], [-2.9323, 2.4526, 1.1690], [-1.8672, 2.8865, -3.1630], [-6.2510, 3.0333, 0.8104], [1.4222, -1.6344, 2.0779], [0.1330, -1.2077, 1.4386], [-1.4883, 0.9456, -5.0472], [3.6073, 2.0089, -0.3692], [4.6350, -1.6276, -0.9548], [-2.7014, 4.0860, -4.7001], [5.2810, 2.5470, 0.8927], [0.9319, -4.3870, -2.9114], [1.6733, 1.0160, -2.9611], [-1.3059, 1.7030, -2.8318], [-4.6266, 1.1652, 0.8575], [3.0710, -0.4575, 2.8927], [-1.7931, 1.0493, 1.2777], [1.4753, -4.6957, 0.5129], [4.2116, -2.1052, -0.2167], [7.1313, 1.2256, -0.3287], [-2.5606, -2.9476, -2.3155], [0.2671, 1.7817, 0.9612], [4.9377, 1.9827, 0.0334], [-1.0290, 1.4233, 6.1168], [-1.0988, 0.7249, -3.7281], [-0.8026, 2.1286, 3.7613], [-1.3203, 0.1553, -5.7675], [5.4590, 0.5585, -1.8371], [-2.8870, -3.4748, -0.6323], [-4.2894, 2.1874, 0.9859], [4.0222, -4.2621, 1.5188], [-3.2782, -2.0066, 4.8778], [1.2914, -1.9592, 3.6233], [0.4998, -2.4696, 3.8682], [3.4593, -3.5152, 2.0776], [-1.9692, 3.5798, -2.3427], [2.4836, -0.4672, 2.1219], [2.6898, -2.4641, -0.4536], [1.2882, 2.2804, -1.7906], [-0.4583, -3.4931, -3.5998], [-2.6369, -0.6934, 3.3052], [-5.4639, 5.3609, 1.0941], [4.1170, 0.5816, -2.2079], [2.2451, -3.0587, 1.2626], [-1.9387, 0.4686, 2.9936], [-0.6480, -3.8636, -1.2569], [-0.1485, -2.4769, -0.9246]], "total_charge": 1, "de_lowest_kj_mol": 110.3, "largest_force_ev_per_a": 3.15, "orbital_gap_ev": 7.0985, "homo_energy_ev": -10.12}


Entry 4:
{"formula": "C4H12S", "method": "ωB97M-V/def2-TZVPD", "symbols": ["H", "H", "C", "H", "H", "C", "H", "H", "H", "H", "H", "S", "C", "C", "H", "H", "H"], "positions_angstrom": [[0.6579, -2.3443, 2.4095], [-1.3793, 1.1563, -1.7736], [-1.1021, -1.2435, 1.5400], [1.3501, 0.2308, -2.1859], [-0.5517, 0.7799, -3.2568], [0.3489, -1.2372, 2.0114], [-0.5503, 2.2596, -2.4275], [-1.4312, -2.3425, 1.8252], [-1.1368, -1.0874, 0.5024], [1.4673, 2.7265, 0.0050], [-1.7063, -0.5133, 2.0003], [1.7965, 1.5022, -0.2021], [-0.4590, 1.2317, -2.2290], [0.7042, 0.6801, -1.4173], [0.6701, -0.5817, 2.9013], [0.9221, -0.9963, 1.2135], [0.3997, -0.2209, -0.9163]], "de_lowest_kj_mol": 168.3, "smiles": "CCS.CC", "largest_force_ev_per_a": 5.04, "orbital_gap_ev": 9.9084, "homo_energy_ev": -8.98}


Entry 5:
{"formula": "C4H10O2", "method": "ωB97M-V/def2-TZVPD", "symbols": ["H", "O", "H", "H", "C", "C", "O", "H", "H", "H", "H", "C", "H", "H", "C", "H"], "positions_angstrom": [[0.0270, -0.5310, -1.6596], [-2.2598, -0.8504, 1.8693], [1.5250, -0.2061, 0.9987], [-0.2899, 0.5969, 1.8996], [1.0920, 1.3225, -1.4059], [0.8607, -0.1495, -1.0473], [-0.5016, 0.4351, 0.9668], [-1.5216, -1.1791, -0.0629], [-0.7864, -2.0491, 1.3688], [1.2275, 1.4432, -2.4878], [1.7350, -0.7428, -1.3543], [-1.2329, -1.1421, 0.9849], [-2.7546, -0.0838, 1.5448], [1.9842, 1.7205, -0.9081], [0.6592, -0.5197, 0.3965], [0.2361, 1.9353, -1.1034]], "de_lowest_kj_mol": 560.0, "largest_force_ev_per_a": 0.42, "orbital_gap_ev": 7.5590, "homo_energy_ev": -6.89}


Entry 6:
{"formula": "C24H45AlCl3N3O4Si", "method": "ωB97M-V/def2-TZVPD", "symbols": ["Cl", "H", "C", "C", "Cl", "H", "H", "N", "H", "C", "H", "N", "C", "H", "N", "H", "H", "H", "O", "C", "C", "H", "H", "C", "O", "C", "H", "Cl", "H", "H", "C", "H", "C", "H", "H", "Si", "C", "H", "H", "O", "H", "H", "H", "H", "H", "C", "Al", "C", "H", "C", "C", "H", "H", "C", "H", "H", "H", "H", "H", "C", "H", "H", "O", "H", "H", "H", "H", "C", "C", "C", "H", "H", "C", "C", "H", "C", "H", "H", "H", "H", "C"], "positions_angstrom": [[1.1028, -1.8587, 0.3483], [-0.9913, -5.4796, -1.3175], [1.4059, 1.5474, 0.2720], [3.3249, -2.0868, -6.9830], [1.9454, -0.0162, -2.1132], [-0.1419, 4.2145, -4.6521], [-3.9309, 0.5984, 3.2419], [-0.9562, 3.3310, -2.8937], [-2.0124, -0.1962, -8.0191], [0.4023, 0.3003, -9.8396], [-0.2555, -0.5143, -9.5266], [-0.9414, -3.4319, -1.5087], [-2.3812, 3.0634, -3.0579], [3.2835, 1.8235, -8.8616], [-1.8742, 0.7615, 2.9671], [-0.6841, 0.7240, -11.6547], [2.7415, -1.8924, -6.0739], [-1.3308, -2.3764, 0.2173], [-1.0894, 0.4121, 0.8223], [-0.5255, -4.6318, -0.8073], [1.8858, -0.1453, -7.8087], [-2.2450, 0.1396, 4.9446], [-3.4196, 0.8126, 1.5388], [-0.3475, 2.0880, -6.4885], [0.8379, -0.4713, -6.9038], [2.6231, -1.4491, -8.1397], [-0.0065, -0.0267, 2.5154], [2.1757, 0.9890, 1.6913], [-2.8996, 4.0202, -3.1193], [4.2836, -3.1185, -9.9158], [1.0725, 1.9758, -11.4745], [-2.9004, 0.0529, -6.4939], [-0.9454, 0.3568, 2.0877], [3.0389, -4.0112, -9.0217], [-0.2691, 2.2372, -7.5808], [-0.4731, 0.2562, -6.1076], [-1.0993, -2.2815, -0.8516], [0.9024, 2.4998, -12.4233], [-2.1058, -1.5051, -6.8344], [-1.0685, -1.1332, -1.4152], [-1.1337, -0.1294, -3.6806], [0.6225, 4.6618, -3.1138], [4.3391, -1.6904, -6.8056], [-2.7412, 2.4803, -2.2077], [-0.9925, 5.3214, -3.5460], [-0.2060, 2.4553, -2.2407], [0.1868, 0.1307, -0.6842], [2.5736, -1.9634, -9.3893], [2.8089, -3.6154, -10.7382], [-0.3369, 4.4511, -3.5993], [1.5082, 0.6272, -9.0554], [0.0311, -1.3276, -4.2878], [-0.9294, -4.4900, -3.2740], [-3.2363, 1.1098, 2.5707], [-1.7383, 1.8307, 4.7839], [0.5726, -4.7477, -0.8359], [0.5730, 0.2888, -3.9352], [2.9172, 3.0423, -11.0280], [-3.3966, 2.1850, 2.6924], [3.2023, -3.2455, -9.7874], [0.5503, 2.5399, -6.0423], [-0.8500, -4.5681, 0.2396], [-0.7270, 1.4705, -1.6201], [-1.5363, -2.8028, -3.4388], [-1.2279, 2.6640, -6.1565], [0.8837, 2.5807, -2.2799], [0.2137, -3.1264, -3.2704], [-2.0111, -0.4146, -6.9402], [-0.2805, -0.2755, -4.3507], [2.1981, 2.2833, -10.6923], [-0.5414, 0.5181, 4.5669], [2.1281, -1.3769, -10.1938], [-1.5778, 0.8163, 4.4014], [-0.7915, -3.4494, -2.9601], [0.7875, 2.4188, 0.5361], [2.4057, 1.6155, -9.4857], [2.2166, 1.8426, -0.4172], [3.4299, -3.1664, -7.1438], [-2.5760, 2.5057, -3.9840], [2.6166, 0.4721, -7.2669], [0.1880, 0.9832, -11.0432]], "de_lowest_kj_mol": 0.0, "largest_force_ev_per_a": 2.47, "orbital_gap_ev": 7.2412, "homo_energy_ev": -6.90}